Run A
Here is one molecule with the formula C21H27ClN2O4 from OMol25. Energies are from ωB97M-V/def2-TZVPD.

Last column: Mulliken charge in e.
Positions of all 55 atoms, in Å:
C (-1.55, 3.28, -1.93)  -1.370
C (-0.93, 1.90, -2.15)  -0.274
O (-1.60, 1.01, -1.27)  -0.410
C (-1.21, -0.29, -1.20)  1.702
C (-0.28, -0.85, -2.06)  -0.006
C (0.07, -2.20, -2.02)  -0.615
C (1.07, -2.75, -3.01)  -1.450
N (1.11, -1.97, -4.23)  -0.247
C (-0.08, -2.12, -5.06)  -0.443
C (-0.03, -1.06, -6.16)  -0.628
O (0.11, 0.23, -5.61)  -0.534
C (-0.53, -2.99, -1.05)  0.442
Cl (-0.14, -4.67, -0.92)  -0.254
C (-1.43, -2.45, -0.16)  -0.742
C (-1.79, -1.11, -0.21)  -0.024
O (-2.69, -0.73, 0.75)  -0.518
C (-2.99, 0.63, 0.98)  -0.501
C (-1.79, 1.48, 1.41)  0.577
O (-1.81, 2.70, 1.35)  -0.693
N (-0.75, 0.77, 1.88)  0.146
C (0.46, 1.38, 2.39)  -0.839
C (0.55, 1.28, 3.92)  -0.859
C (1.80, 1.94, 4.41)  0.432
C (2.95, 1.21, 4.64)  -0.371
C (4.11, 1.83, 5.06)  -0.545
C (4.13, 3.20, 5.26)  -0.411
C (2.99, 3.94, 5.03)  -0.612
C (1.83, 3.32, 4.61)  -0.269
H (-1.00, 4.02, -2.50)  0.440
H (-1.53, 3.53, -0.88)  0.265
H (-2.58, 3.27, -2.27)  0.304
H (0.14, 1.92, -1.90)  0.389
H (-1.05, 1.58, -3.19)  0.291
H (0.19, -0.24, -2.81)  0.199
H (2.06, -2.72, -2.55)  0.315
H (0.82, -3.81, -3.20)  0.487
H (1.93, -2.22, -4.76)  0.239
H (-0.16, -3.12, -5.51)  0.386
H (-0.95, -1.95, -4.43)  0.314
H (0.80, -1.27, -6.85)  0.287
H (-0.96, -1.06, -6.73)  0.390
H (0.82, 0.17, -4.96)  0.347
H (-1.89, -3.07, 0.60)  0.489
H (-3.71, 0.62, 1.80)  0.375
H (-3.45, 1.11, 0.12)  0.235
H (-0.85, -0.23, 1.99)  0.220
H (0.43, 2.43, 2.09)  0.383
H (1.33, 0.90, 1.93)  0.357
H (0.54, 0.22, 4.21)  0.423
H (-0.33, 1.76, 4.35)  0.326
H (2.94, 0.14, 4.49)  0.349
H (5.00, 1.24, 5.24)  0.369
H (5.04, 3.69, 5.60)  0.371
H (3.00, 5.01, 5.18)  0.370
H (0.94, 3.90, 4.43)  0.391

Output
frontier orbital gap	8.8	eV
LUMO level	0.58	eV
net charge	0
highest occupied orbital energy	-8.21	eV

Run B
Here is one molecule with the formula C21H27ClN2O4 from OMol25. Energies are from ωB97M-V/def2-TZVPD.

Last column: Mulliken charge in e.
Positions of all 55 atoms, in Å:
C (0.40, 4.11, 0.40)  -1.305
C (-0.64, 3.04, 0.70)  -0.450
O (-0.33, 1.93, -0.13)  -0.363
C (-1.06, 0.79, -0.03)  1.402
C (-2.21, 0.68, 0.74)  -0.083
C (-2.98, -0.48, 0.79)  -0.836
C (-4.26, -0.47, 1.60)  -1.915
N (-5.32, 0.38, 1.08)  -0.249
C (-5.88, -0.02, -0.20)  -0.676
C (-5.13, 0.54, -1.42)  -0.251
O (-4.99, 1.94, -1.34)  -0.517
C (-2.56, -1.56, 0.04)  1.073
Cl (-3.45, -3.05, 0.01)  -0.250
C (-1.39, -1.50, -0.71)  -0.722
C (-0.63, -0.34, -0.75)  0.052
O (0.50, -0.44, -1.52)  -0.485
C (1.49, 0.57, -1.52)  -0.848
C (2.15, 0.81, -0.16)  0.771
O (2.80, 1.81, 0.06)  -0.700
N (1.96, -0.19, 0.73)  0.241
C (2.68, -0.25, 1.98)  -0.898
C (3.80, -1.30, 1.92)  -1.241
C (4.70, -1.01, 0.76)  0.656
C (4.49, -1.61, -0.48)  -0.206
C (5.27, -1.29, -1.57)  -0.675
C (6.28, -0.35, -1.44)  -0.451
C (6.51, 0.25, -0.22)  -0.614
C (5.72, -0.07, 0.87)  -0.277
H (0.29, 4.94, 1.09)  0.436
H (0.29, 4.48, -0.62)  0.301
H (1.40, 3.69, 0.50)  0.228
H (-1.65, 3.41, 0.47)  0.346
H (-0.59, 2.75, 1.75)  0.419
H (-2.55, 1.53, 1.31)  0.518
H (-4.66, -1.49, 1.67)  0.535
H (-4.04, -0.12, 2.61)  0.370
H (-4.98, 1.33, 1.00)  0.336
H (-5.92, -1.11, -0.26)  0.342
H (-6.91, 0.36, -0.22)  0.318
H (-4.11, 0.15, -1.46)  0.087
H (-5.65, 0.25, -2.34)  0.367
H (-5.87, 2.34, -1.31)  0.328
H (-1.06, -2.35, -1.28)  0.509
H (1.11, 1.52, -1.90)  0.219
H (2.26, 0.20, -2.20)  0.390
H (1.51, -1.03, 0.41)  0.171
H (1.98, -0.48, 2.79)  0.418
H (3.11, 0.75, 2.13)  0.409
H (3.35, -2.29, 1.81)  0.374
H (4.35, -1.27, 2.86)  0.450
H (3.70, -2.35, -0.58)  0.364
H (5.09, -1.76, -2.52)  0.412
H (6.89, -0.09, -2.29)  0.392
H (7.29, 0.99, -0.11)  0.383
H (5.89, 0.41, 1.83)  0.393

Output
frontier orbital gap	8.8	eV
LUMO level	0.63	eV
net charge	0
highest occupied orbital energy	-8.20	eV

Tell me which of them is the most stable. Sure, it is run A.

Run A
Here is one molecule with the formula C3H4F2O from OMol25. Energies are from ωB97M-V/def2-TZVPD.

Last column: Mulliken charge in e.
Positions of all 10 atoms, in Å:
C (-0.08, 1.32, -0.21)  -1.057
C (-0.34, -0.04, 0.45)  -0.154
O (-1.09, -1.03, -0.34)  -0.434
C (0.23, -1.29, -0.15)  0.844
F (1.10, -1.43, -1.16)  -0.240
F (0.51, -2.32, 0.73)  -0.265
H (-0.38, 1.39, -1.21)  0.360
H (0.98, 1.50, -0.19)  0.284
H (-0.55, 2.04, 0.56)  0.265
H (-0.38, -0.15, 1.52)  0.395

Output
frontier orbital gap	11.9	eV
LUMO level	0.95	eV
net charge	0
highest occupied orbital energy	-10.96	eV

Run B
Here is a 4-piece molecular cluster, C3H4F2O overall from OMol25. Energies are from ωB97M-V/def2-TZVPD.

Last column: Mulliken charge in e.
Positions of all 10 atoms, in Å:
C (0.20, 0.01, -1.57)  -0.033
C (0.93, -0.23, -0.67)  -0.131
C (-1.85, 0.79, 2.01)  0.236
O (-1.10, 0.09, 1.46)  -0.300
F (1.85, -0.32, 0.26)  -0.203
F (-2.86, 0.37, 2.81)  -0.194
H (-0.44, 0.05, -2.38)  0.385
H (2.93, -1.31, -1.82)  0.097
H (-1.76, 1.97, 1.98)  0.245
H (2.11, -1.42, -2.08)  -0.103

Output
frontier orbital gap	11.3	eV
LUMO level	0.98	eV
net charge	0
highest occupied orbital energy	-10.36	eV

Tell me which of them is the most stable. Sure, it is run A.

Run A
Here is one molecule with the formula CH3NO3 from OMol25. Energies are from ωB97M-V/def2-TZVPD.

Last column: Mulliken charge in e.
Positions of all 8 atoms, in Å:
C (0.39, -0.50, 0.16)  -0.111
N (1.31, 0.65, -0.03)  0.095
O (2.48, 0.42, -0.22)  -0.306
O (-1.48, 0.65, -0.45)  -0.366
O (-0.84, 0.11, 0.74)  -0.226
H (-0.09, -0.79, -0.81)  0.258
H (0.65, -1.47, 0.71)  0.319
H (-2.42, 0.93, -0.11)  0.337

Output
frontier orbital gap (alpha / beta)	9.3 / 9.1	eV
2S+1	3
LUMO level (alpha / beta)	0.78 / -1.14	eV
net charge	0
highest occupied orbital energy (alpha / beta)	-8.47 / -10.28	eV

Run B
Here is a 2-piece molecular cluster, CH3NO3 overall from OMol25. Energies are from ωB97M-V/def2-TZVPD.

Last column: Mulliken charge in e.
Positions of all 8 atoms, in Å:
C (-0.31, 0.23, -0.51)  -0.516
N (-0.06, -1.08, -0.56)  0.782
O (1.05, -1.43, -0.98)  -0.530
O (-0.94, -1.86, -0.16)  -0.532
O (0.18, 1.61, 1.60)  -0.348
H (0.43, 0.93, -0.74)  0.441
H (-1.32, 0.59, -0.47)  0.335
H (0.96, 1.02, 1.82)  0.367

Output
frontier orbital gap (alpha / beta)	10.7 / 7.9	eV
2S+1	3
LUMO level (alpha / beta)	0.49 / -2.94	eV
net charge	0
highest occupied orbital energy (alpha / beta)	-10.24 / -10.88	eV

Tell me which of them is the most stable. Sure, it is run A.

Run A
Here is C3H9O3 as an isolated structure from OMol25. Energies are from ωB97M-V/def2-TZVPD.

Last column: Mulliken charge in e.
Positions of all 15 atoms, in Å:
C (0.14, 0.78, 0.98)  -0.238
O (-0.47, 1.67, 0.14)  -0.184
C (1.10, -0.04, 0.09)  -0.683
C (0.34, -1.22, -0.65)  -0.227
O (1.36, -1.97, -1.44)  -0.476
H (-0.51, -0.01, 1.30)  0.297
H (0.66, 1.30, 1.83)  0.307
H (1.23, 0.68, -0.80)  0.293
H (1.91, -0.46, 0.73)  0.420
H (-0.42, -0.78, -1.33)  0.213
H (-0.25, -1.91, 0.07)  0.256
H (2.15, -1.58, -1.07)  0.317
H (-2.77, 0.65, -0.36)  0.255
H (-1.61, 1.60, 0.13)  0.302
O (-2.85, 1.30, 0.38)  -0.854

Output
frontier orbital gap (alpha / beta)	9.6 / 5.0	eV
2S+1	2
LUMO level (alpha / beta)	0.48 / -4.16	eV
net charge	0
highest occupied orbital energy (alpha / beta)	-9.15 / -9.14	eV

Run B
Here is a 2-piece molecular cluster, C3H9O3 overall from OMol25. Energies are from ωB97M-V/def2-TZVPD.

Last column: Mulliken charge in e.
Positions of all 15 atoms, in Å:
O (2.52, -0.29, 1.12)  -0.665
H (3.18, 0.38, 1.45)  0.281
H (1.61, 0.10, 0.95)  0.379
C (0.33, -0.91, 0.80)  -0.373
C (-0.47, -0.36, -0.35)  -0.240
O (-0.94, 1.01, -0.21)  -0.298
C (-1.68, 1.53, -1.26)  -0.695
O (0.95, -2.09, 0.64)  -0.485
H (-0.18, -0.74, 1.80)  0.301
H (0.09, -0.48, -1.32)  0.294
H (-1.35, -1.06, -0.42)  0.295
H (-2.08, 2.50, -0.96)  0.242
H (-1.07, 1.68, -2.13)  0.299
H (-2.50, 0.87, -1.53)  0.303
H (1.59, -2.12, 1.41)  0.363

Output
frontier orbital gap (alpha / beta)	8.4 / 10.4	eV
2S+1	2
LUMO level (alpha / beta)	0.85 / 0.42	eV
net charge	0
highest occupied orbital energy (alpha / beta)	-7.60 / -10.02	eV

Tell me which of them is the most stable. Sure, it is run B.